Version P
This record from the Open Molecules 2025 dataset describes a single C3H3N3 molecule. The level of theory is ωB97M-V with the def2-TZVPD basis set.

Output
Frontier orbital gap (spin up / spin down), eV: 7.683 / 7.499
LUMO energy (spin up / spin down), hartree: -0.032 / -0.037

```
! wB97M-V def2-TZVPD RIJCOSX def2/J DEFGRID3
* xyz 0 1
H 0.8333 -2.2268 0.5800
C -0.4564 0.9427 -0.4920
C 0.6328 -1.2198 0.6889
N 1.0634 0.6770 -0.4323
H -1.0735 0.8131 -1.4233
H -0.4950 2.0776 -0.5753
N 1.3013 -0.4570 -0.0357
C -1.1301 0.1540 0.5022
N -0.6758 -0.7609 1.1876
*
```

Version Q
This record from the Open Molecules 2025 dataset describes 2 unconnected molecules or ions with the total composition C3H3N3. The level of theory is ωB97M-V with the def2-TZVPD basis set.

Output
Frontier orbital gap, eV: 7.268
LUMO energy, hartree: -0.084

```
! wB97M-V def2-TZVPD RIJCOSX def2/J DEFGRID3
* xyz 0 1
H -0.0651 -1.0968 1.9702
C -0.3569 1.0862 1.2213
N -0.3957 -0.2758 -1.3713
N -0.3113 -1.0549 -0.1338
C -0.2683 -0.3795 1.0313
N -0.2017 2.2067 1.6405
H 2.5148 -2.2697 -1.5752
H 1.1897 -0.5460 -2.9549
C 1.0787 -1.0767 -1.9840
*
```

Version R
This record from the Open Molecules 2025 dataset describes a single C3H3N3 molecule. The level of theory is ωB97M-V with the def2-TZVPD basis set.

Output
Frontier orbital gap, eV: 8.116
LUMO energy, hartree: -0.011

```
! wB97M-V def2-TZVPD RIJCOSX def2/J DEFGRID3
* xyz 0 1
N -0.7641 -0.8333 0.1358
H -0.4656 -1.6796 -0.3641
C 1.5506 -0.1390 -0.2709
H -1.6856 -0.5229 -0.1967
C 0.2981 0.2831 0.1600
H -0.5125 -0.7249 1.1421
C -0.2480 1.5578 0.0510
N 2.5833 -0.5438 -0.6262
N -0.7562 2.6028 -0.0309
*
```

version R is preferred energetically. Next in line: 1.898 eV higher.